Record 1
{
  "formula": "C12H13ClN2O3S",
  "method": "ωB97M-V with the def2-TZVPD basis set",
  "orbital_gap_ev": 9.21,
  "mol_weight_g_mol": 300.77,
  "homo_ev": -9.1148,
  "species": ["C", "C", "H", "H", "O", "C", "C", "C", "C", "C", "C", "Cl", "H", "H", "S", "O", "O", "N", "C", "N", "C", "C", "H", "C", "H", "H", "H", "H", "H", "H", "H", "H"],
  "positions_angstrom": [[-1.854, 2.540, 1.333], [-2.796, 1.460, 1.854], [-2.351, 0.916, 2.695], [-3.733, 1.913, 2.190], [-3.201, 0.555, 0.837], [-2.353, -0.392, 0.405], [-1.091, -0.659, 0.928], [-0.327, -1.677, 0.390], [-0.758, -2.454, -0.661], [-2.017, -2.208, -1.189], [-2.796, -1.192, -0.667], [-4.353, -0.879, -1.322], [-2.397, -2.797, -2.008], [-0.123, -3.237, -1.041], [1.314, -1.882, 1.053], [1.336, -1.538, 2.439], [1.895, -3.105, 0.606], [2.103, -0.610, 0.244], [2.241, 0.680, 0.666], [2.712, 1.453, -0.258], [2.899, 0.661, -1.365], [2.519, -0.615, -1.070], [2.516, -1.523, -1.635], [3.441, 1.215, -2.632], [3.485, 0.441, -3.393], [4.440, 1.613, -2.465], [2.813, 2.032, -2.980], [1.998, 0.968, 1.668], [-0.682, -0.111, 1.761], [-2.328, 3.080, 0.518], [-1.628, 3.239, 2.133], [-0.923, 2.114, 0.967]],
  "forces_ev_per_a": [[-0.230, -0.342, -0.010], [0.186, 0.409, 0.218], [-0.098, 0.001, -0.046], [0.158, -0.116, 0.033], [-0.048, -0.200, -0.188], [0.181, -0.241, -0.174], [-0.297, 0.235, 0.173], [0.426, -0.205, 0.150], [0.117, -0.130, 0.017], [0.012, 0.168, 0.159], [0.151, 0.093, 0.173], [-0.182, -0.027, -0.139], [-0.052, -0.042, -0.068], [0.028, -0.125, -0.111], [-0.028, 0.247, -0.166], [-0.144, 0.288, -0.134], [-0.166, 0.188, -0.342], [0.063, -0.431, 0.270], [-0.144, 0.276, 0.528], [0.050, 0.351, 0.202], [-0.198, -0.552, -0.016], [0.128, -0.070, -0.567], [0.038, -0.192, -0.215], [-0.009, -0.062, 0.118], [0.037, 0.007, -0.124], [0.077, 0.020, -0.058], [-0.027, 0.033, -0.075], [-0.085, 0.058, 0.275], [-0.087, 0.188, 0.115], [-0.018, 0.063, -0.057], [0.054, 0.088, 0.085], [0.105, 0.023, -0.024]]
}

=====

Record 2
{
  "formula": "C48H56N5P2SSiTl",
  "method": "ωB97M-V with the def2-TZVPD basis set",
  "orbital_gap_ev": 6.98,
  "relative_energy_kcal_mol": 1.4,
  "mol_weight_g_mol": 1029.49,
  "homo_ev": -7.5066,
  "species": ["Tl", "C", "P", "C", "N", "C", "C", "C", "C", "C", "C", "N", "C", "P", "C", "C", "C", "C", "C", "C", "C", "C", "C", "H", "H", "H", "H", "H", "H", "H", "H", "H", "H", "H", "H", "H", "H", "H", "H", "H", "H", "H", "H", "H", "H", "H", "H", "H", "H", "H", "H", "S", "C", "C", "C", "C", "C", "C", "N", "C", "C", "C", "C", "C", "C", "C", "H", "H", "H", "H", "H", "H", "H", "H", "C", "C", "C", "C", "C", "C", "C", "C", "N", "H", "H", "H", "H", "H", "H", "C", "Si", "C", "C", "N", "C", "C", "C", "C", "C", "C", "H", "H", "H", "H", "H", "H", "H", "H", "H", "H", "H", "H", "H", "H"],
  "positions_angstrom": [[1.528, 1.326, 0.143], [-4.788, 1.173, -1.334], [-3.378, 0.728, -0.233], [-3.622, -1.110, -0.304], [-4.623, -1.643, 0.345], [-4.839, -2.980, 0.222], [-5.899, -3.588, 0.932], [-6.122, -4.928, 0.795], [-5.301, -5.713, -0.049], [-4.272, -5.145, -0.743], [-4.024, -3.758, -0.616], [-2.989, -3.195, -1.295], [-2.759, -1.916, -1.141], [-1.233, -1.196, -1.936], [-2.045, -0.454, -3.417], [-0.333, -2.652, -2.689], [0.160, -3.547, -1.550], [0.886, -2.002, -3.375], [-1.077, -3.484, -3.734], [-3.994, 1.281, 1.447], [-3.998, 2.817, 1.360], [-2.946, 0.841, 2.476], [-5.379, 0.828, 1.912], [-5.740, 0.792, -0.962], [-4.617, 0.751, -2.324], [-4.846, 2.256, -1.440], [-6.514, -2.965, 1.569], [-6.933, -5.400, 1.334], [-5.496, -6.773, -0.141], [-3.627, -5.723, -1.392], [-2.802, -1.114, -3.841], [-1.291, -0.253, -4.176], [-2.499, 0.500, -3.154], [0.766, -2.988, -0.833], [0.787, -4.342, -1.964], [-0.668, -4.011, -1.015], [1.358, -1.232, -2.759], [0.606, -1.551, -4.330], [1.634, -2.771, -3.584], [-1.903, -4.041, -3.300], [-0.371, -4.192, -4.180], [-1.462, -2.864, -4.546], [-3.044, 3.219, 1.014], [-4.190, 3.226, 2.356], [-4.784, 3.184, 0.698], [-1.945, 1.189, 2.210], [-2.912, -0.246, 2.571], [-3.200, 1.255, 3.456], [-6.137, 0.935, 1.135], [-5.683, 1.454, 2.757], [-5.376, -0.210, 2.229], [2.399, -1.772, 3.820], [0.884, -2.379, 3.231], [0.158, -3.497, 3.632], [-1.043, -3.753, 2.997], [-1.521, -2.908, 1.988], [-0.797, -1.802, 1.594], [0.421, -1.541, 2.214], [1.253, -0.473, 1.923], [2.308, -0.457, 2.684], [3.357, 0.569, 2.584], [4.391, 0.633, 3.518], [5.362, 1.611, 3.394], [5.303, 2.507, 2.332], [4.271, 2.429, 1.406], [3.275, 1.464, 1.518], [0.520, -4.145, 4.418], [-1.625, -4.617, 3.291], [-2.469, -3.127, 1.512], [-1.142, -1.127, 0.823], [4.441, -0.067, 4.345], [6.164, 1.675, 4.118], [6.065, 3.271, 2.231], [4.252, 3.139, 0.585], [0.000, 2.828, 0.571], [0.681, 3.759, 1.509], [1.264, 4.943, 1.059], [1.999, 5.745, 1.915], [2.158, 5.375, 3.247], [1.565, 4.204, 3.718], [0.838, 3.410, 2.854], [2.939, 6.193, 4.133], [3.566, 6.847, 4.841], [-0.328, 3.301, -0.352], [-0.837, 2.302, 1.020], [1.152, 5.233, 0.020], [2.456, 6.658, 1.555], [1.692, 3.917, 4.753], [0.404, 2.484, 3.214], [3.227, 3.528, -2.486], [2.462, 1.872, -2.951], [0.647, 2.174, -3.297], [3.267, 1.226, -4.515], [2.566, 0.742, -1.646], [3.599, -0.170, -1.416], [4.902, 0.031, -1.887], [5.907, -0.888, -1.626], [5.653, -2.029, -0.877], [4.369, -2.238, -0.395], [3.360, -1.328, -0.666], [3.059, 4.276, -3.266], [4.305, 3.444, -2.327], [2.790, 3.918, -1.560], [0.516, 3.028, -3.967], [0.065, 2.368, -2.391], [0.215, 1.298, -3.781], [2.797, 1.701, -5.381], [3.129, 0.147, -4.608], [4.337, 1.432, -4.566], [5.139, 0.933, -2.437], [6.906, -0.699, -2.000], [6.444, -2.737, -0.667], [4.143, -3.119, 0.194], [2.356, -1.513, -0.299]],
  "forces_ev_per_a": [[0.504, 0.158, 0.206], [-0.059, -0.045, 0.013], [0.029, 0.064, -0.073], [-0.093, 0.008, -0.002], [0.006, 0.020, -0.053], [-0.024, -0.012, -0.012], [0.011, 0.002, 0.001], [-0.010, -0.004, 0.011], [0.005, -0.002, 0.003], [-0.010, 0.008, -0.002], [-0.007, 0.008, -0.026], [0.002, 0.018, 0.106], [0.106, -0.143, -0.086], [-0.158, 0.059, -0.020], [-0.051, 0.023, 0.008], [0.067, 0.062, -0.053], [0.014, -0.023, 0.049], [0.001, -0.032, -0.040], [-0.017, 0.008, 0.014], [0.035, 0.064, 0.037], [0.030, -0.011, 0.058], [-0.043, -0.021, 0.017], [-0.018, -0.007, -0.031], [0.013, -0.008, 0.005], [0.028, -0.009, -0.017], [0.009, 0.004, 0.004], [0.000, -0.003, -0.001], [0.002, 0.001, 0.001], [0.001, 0.000, 0.000], [-0.004, 0.002, -0.002], [-0.014, 0.015, -0.007], [0.037, -0.022, -0.021], [0.010, 0.012, 0.034], [-0.019, 0.008, -0.018], [0.017, 0.013, 0.005], [0.021, 0.002, -0.014], [0.012, -0.022, 0.052], [0.004, 0.021, 0.013], [-0.010, -0.002, -0.016], [0.006, 0.002, 0.007], [-0.015, -0.016, 0.009], [0.005, 0.012, 0.000], [0.045, -0.015, -0.030], [0.004, 0.008, -0.008], [-0.005, -0.016, 0.000], [-0.054, -0.047, 0.053], [-0.015, 0.015, -0.006], [0.010, 0.002, 0.001], [0.004, 0.028, 0.013], [0.010, -0.017, 0.011], [-0.005, -0.013, -0.009], [-0.003, 0.001, 0.012], [0.020, -0.011, -0.001], [-0.014, -0.002, 0.006], [0.013, 0.006, 0.006], [0.011, 0.004, -0.013], [0.004, 0.020, -0.013], [-0.033, 0.015, -0.012], [0.008, 0.010, -0.011], [0.036, 0.000, 0.003], [-0.089, -0.081, -0.024], [0.039, 0.020, -0.019], [-0.011, 0.022, -0.021], [0.014, -0.039, 0.030], [-0.025, 0.032, -0.017], [0.020, 0.026, 0.077], [0.002, 0.001, -0.004], [-0.004, 0.000, -0.008], [0.043, -0.006, 0.061], [0.000, -0.017, -0.005], [-0.013, -0.006, -0.008], [-0.004, -0.003, 0.001], [-0.003, -0.003, -0.003], [-0.008, -0.011, 0.008], [-0.259, -0.024, -0.060], [-0.058, -0.017, 0.024], [0.026, 0.028, 0.011], [-0.017, -0.020, -0.018], [0.003, 0.005, 0.011], [0.008, -0.007, -0.014], [0.007, 0.008, 0.010], [0.002, 0.011, 0.009], [-0.001, -0.004, -0.003], [0.006, 0.028, 0.026], [-0.004, 0.064, -0.019], [-0.005, -0.006, 0.001], [0.001, 0.000, -0.001], [0.003, 0.005, 0.000], [-0.007, -0.001, -0.002], [0.008, 0.001, -0.002], [0.073, 0.032, 0.004], [-0.017, 0.016, 0.038], [-0.049, -0.006, -0.029], [-0.165, -0.232, -0.195], [0.016, 0.089, 0.015], [0.034, -0.024, 0.022], [-0.004, 0.007, 0.005], [-0.003, -0.005, 0.000], [-0.030, 0.011, -0.005], [0.024, -0.030, -0.012], [0.019, 0.002, 0.005], [-0.010, -0.007, 0.005], [-0.005, -0.005, -0.014], [0.010, -0.006, 0.002], [0.012, -0.022, -0.042], [-0.037, -0.031, -0.009], [0.017, -0.007, -0.003], [-0.010, 0.005, 0.005], [0.005, -0.001, 0.008], [-0.013, 0.001, -0.001], [-0.004, -0.002, -0.001], [-0.003, 0.001, -0.002], [0.009, -0.002, -0.002], [0.004, 0.015, -0.002]]
}